Run 1
{"formula": "C3H11BrSi2", "method": "the ωB97M-V functional and the def2-TZVPD basis", "species": ["C", "C", "C", "Si", "Si", "Br", "H", "H", "H", "H", "H", "H", "H", "H", "H", "H", "H"], "xyz": [[-1.441, -1.141, 0.169], [0.078, 1.256, 1.477], [-0.028, 0.965, -1.642], [1.989, -1.265, 0.040], [0.056, 0.022, 0.022], [3.826, -0.004, 0.032], [-1.586, -1.732, -0.729], [-1.325, -1.829, 1.002], [-2.363, -0.584, 0.337], [1.077, 1.656, 1.646], [-0.584, 2.098, 1.295], [-0.239, 0.779, 2.397], [0.801, 1.659, -1.750], [0.004, 0.282, -2.488], [-0.947, 1.539, -1.729], [2.188, -2.298, 1.966], [2.360, -2.337, -0.874]], "e_lumo_ev": 0.2, "homo_ev": -9.11, "gap_ev": 9.35}

Run 2
{"formula": "C3H11BrSi2", "method": "the ωB97M-V functional and the def2-TZVPD basis", "species": ["C", "Si", "C", "C", "Si", "Br", "H", "H", "H", "H", "H", "H", "H", "H", "H", "H", "H"], "xyz": [[-0.467, 1.479, 1.382], [0.099, 0.397, -0.092], [-1.431, -0.709, -0.296], [1.622, -0.509, 0.567], [0.540, 1.916, -1.764], [-0.996, 1.058, -3.670], [-0.421, 0.886, 2.344], [0.241, 2.230, 1.633], [-1.437, 1.795, 1.313], [-1.734, -1.030, 0.711], [-2.212, 0.116, -0.474], [-1.488, -1.448, -1.157], [1.470, -0.979, 1.497], [1.871, -1.180, -0.193], [2.530, 0.171, 0.656], [0.456, 3.363, -1.815], [1.951, 1.480, -2.430]], "e_lumo_ev": -0.2, "homo_ev": -9.67, "gap_ev": 9.43}

Which one sits at the top of the stability order? run 2 does.

Run 1
{"formula": "C3H9S2", "method": "the ωB97M-V functional and the def2-TZVPD basis", "species": ["C", "S", "H", "H", "H", "C", "C", "S", "H", "H", "H", "H", "H", "H"], "xyz": [[-2.262, 0.842, -1.434], [-3.741, 0.212, -0.660], [-1.498, 0.026, -1.553], [-2.470, 1.111, -2.419], [-1.667, 1.658, -0.965], [1.807, -1.389, 1.126], [2.032, 0.139, 0.602], [0.603, 1.324, 0.486], [1.560, -1.815, 0.129], [0.960, -1.634, 1.748], [2.722, -1.711, 1.524], [2.745, 0.543, 1.192], [2.605, 0.112, -0.357], [-3.397, 0.585, 0.582]], "e_lumo_ev": 3.3, "total_charge": -1, "homo_ev": -2.40, "gap_ev": 5.71}

Run 2
{"formula": "C3H9S2", "method": "the ωB97M-V functional and the def2-TZVPD basis", "species": ["S", "H", "C", "C", "C", "S", "H", "H", "H", "H", "H", "H", "H", "H"], "xyz": [[-2.256, 0.489, 0.485], [-3.172, 0.269, 1.436], [0.506, 2.120, -0.308], [0.719, 0.701, -0.783], [0.999, -0.206, 0.421], [1.234, -1.852, -0.288], [0.393, 2.836, -1.171], [1.371, 2.517, 0.272], [-0.416, 2.117, 0.257], [-0.185, 0.379, -1.292], [1.559, 0.607, -1.484], [0.110, -0.094, 1.024], [1.930, 0.078, 0.984], [1.418, -2.589, 0.825]], "e_lumo_ev": 3.3, "total_charge": -1, "homo_ev": -2.78, "gap_ev": 6.06}

Run 3
{"formula": "C3H9S2", "method": "the ωB97M-V functional and the def2-TZVPD basis", "species": ["C", "S", "H", "H", "H", "C", "C", "S", "H", "H", "H", "H", "H", "H"], "xyz": [[0.489, 0.530, 3.183], [1.143, -0.202, 1.632], [0.738, 1.585, 3.266], [0.969, 0.015, 4.008], [-0.578, 0.387, 3.180], [0.063, -0.733, -2.466], [-0.926, -0.162, -1.485], [-0.420, 1.448, -0.797], [0.105, -0.157, -3.397], [1.096, -0.681, -2.117], [-0.155, -1.762, -2.670], [-1.029, -0.862, -0.653], [-1.910, -0.078, -1.949], [0.415, 0.670, 0.265]], "e_lumo_ev": 3.8, "total_charge": -1, "homo_ev": -2.89, "gap_ev": 6.72}

Which one sits at the top of the stability order? run 2 does.